# 1
ORCA calculation (ωB97M-V/def2-TZVPD) on a single C8H8N4S molecule.

Calculated values
HOMO energy = -0.3030 Ha
SMILES = Cn1nnc(=S)n1-c1ccccc1

Structure (XYZ):
```
21
Properties=species:S:1:pos:R:3:forces:R:3
C -1.467564 1.302944 -1.599491 -1.202 1.409 0.578
C -1.541473 0.003453 -2.023991 0.604 -1.234 -0.436
C -0.437847 1.676167 -0.761835 0.933 2.607 0.042
C -0.493167 -0.902134 -1.687866 -3.772 -1.020 -0.543
C 0.596931 0.789312 -0.405808 0.512 2.497 1.142
C 0.452414 -0.555247 -0.757865 0.879 0.237 -0.849
C 1.971994 -2.668598 -1.009923 -0.580 3.173 2.157
C 1.061460 -1.185929 2.192408 -0.458 0.544 -0.942
N 2.811591 -3.164686 -0.039477 0.036 -1.196 -0.175
N 2.588544 -2.625338 1.086496 0.553 0.232 0.528
N 1.345508 -1.546204 -0.341505 0.882 -1.256 1.521
N 1.784550 -1.600724 0.998437 -0.343 -1.162 -1.700
S 1.749586 -3.010222 -2.544353 0.092 -0.855 -1.762
H -2.190412 2.150124 -1.750814 0.327 -1.507 -0.384
H -2.387465 -0.435937 -2.577191 0.528 0.631 0.094
H -0.488242 2.864035 -0.543123 0.852 -3.125 -0.020
H -0.782502 -1.945810 -2.026976 1.320 1.280 0.759
H 1.493250 1.311406 0.125505 -1.578 -1.729 -0.730
H 1.419164 -1.769132 3.025005 0.332 0.099 0.128
H -0.018194 -1.278287 2.113363 -0.106 -0.477 -0.341
H 1.238577 -0.136911 2.226689 0.190 0.854 0.935
```
Positions in Å, forces in eV/Å.

Mulliken atomic charge list, values in e, 2 entries: -0.261, -0.599



# 2
ORCA calculation (ωB97M-V/def2-TZVPD) on 2 unconnected molecules or ions with the total composition BrClN2O2.

Calculated values
HOMO energy (alpha / beta) = -0.4011 / -0.4011 Ha

Structure (XYZ):
```
6
Properties=species:S:1:pos:R:3:forces:R:3
N 0.009310 0.710048 0.229550 0.014 1.161 0.099
N 0.574317 -0.274340 -0.632903 2.132 -2.557 2.294
O 0.770687 1.156865 1.025390 0.533 0.009 0.549
O -1.081055 1.071046 -0.053292 -1.910 0.874 0.328
Cl 0.201768 -1.928120 1.342633 0.295 1.257 -1.784
Br -0.475027 -0.735499 -1.911378 -1.065 -0.745 -1.487
```
Positions in Å, forces in eV/Å.

Mulliken atomic charge list, values in e, 2 entries: 1.168, -0.334



# 3
ORCA calculation (ωB97M-V/def2-TZVPD) on 2 unconnected molecules or ions with the total composition C4H14NO.

Calculated values
HOMO energy = -0.5700 Ha
charge = +1

Structure (XYZ):
```
20
Properties=species:S:1:pos:R:3:forces:R:3
C 0.539157 1.856670 -1.223082 1.560 -2.839 0.043
C 0.102021 0.653839 -0.292264 -3.644 2.179 -1.986
C 1.004241 -0.607252 -0.404401 -2.336 -1.659 0.767
C 0.620088 -1.832290 -1.416600 1.287 5.634 0.228
N -0.024755 1.321515 1.132937 0.802 1.431 -0.427
H 0.691102 1.598465 -2.281869 0.640 -0.807 0.524
H 1.425474 2.213645 -0.757735 1.205 0.647 -0.247
H -0.093093 2.643552 -1.422715 -2.194 1.790 0.763
H -1.068848 0.681785 -0.577031 2.508 -1.445 0.832
H 1.844697 -0.183557 -0.840415 2.148 0.358 -0.399
H 1.208968 -1.038664 0.605675 -0.031 0.496 -0.735
H -0.154490 -2.417780 -1.211001 -3.358 -2.229 1.583
H 0.375244 -1.337082 -2.341576 0.079 -0.007 -0.643
H 1.460654 -2.408634 -1.545942 2.061 -1.198 -0.258
H -0.151253 2.395229 0.982916 0.184 -2.412 0.460
H -0.873285 0.921511 1.511470 -0.288 -0.149 0.555
H 0.750172 1.188897 1.833170 -0.712 -0.050 -1.067
H -1.884335 -2.194422 1.398976 -0.056 0.198 0.148
H -2.458820 -1.266089 2.493844 0.020 -0.206 -0.102
O -1.811493 -1.309158 1.779969 0.124 0.267 -0.038
```
Positions in Å, forces in eV/Å.

Mulliken atomic charge list, values in e, 2 entries: -1.708, 0.411



# 4
ORCA calculation (ωB97M-V/def2-TZVPD) on a molecular structure, C45H44MnN2P2S2.

Calculated values
HOMO energy (alpha / beta) = -0.4932 / -0.4888 Ha
charge = +2
2S+1 = 2
<S²> = 1.181

Structure (XYZ):
```
96
Properties=species:S:1:pos:R:3:forces:R:3
Mn 0.288516 -0.575277 -1.055189 0.172 -0.973 1.798
C 0.614996 -2.419332 -3.671326 0.072 0.009 0.112
C 1.479567 -1.346485 -2.976750 -0.086 -0.493 0.160
P 2.347506 -1.894902 -1.423017 0.266 0.985 -0.474
C 3.619071 -0.608223 -1.159198 0.053 -0.105 -0.102
C 3.705433 0.004244 0.087452 0.006 -0.021 0.077
C 4.700682 0.939647 0.343654 -0.031 -0.022 -0.017
C 5.612779 1.269542 -0.647873 -0.016 0.003 0.006
C 5.540385 0.653546 -1.891947 -0.014 -0.011 -0.020
C 4.555692 -0.288109 -2.142795 -0.037 0.027 -0.009
C 3.370238 -3.295034 -1.957285 -0.265 -0.307 0.425
C 3.692070 -3.573722 -3.282216 0.125 0.016 0.007
C 4.578584 -4.601634 -3.574833 -0.017 0.024 -0.019
C 5.145832 -5.348829 -2.553116 -0.005 0.003 0.028
C 4.831565 -5.070020 -1.229023 0.010 -0.011 -0.014
C 3.942480 -4.050568 -0.930948 -0.058 -0.073 -0.061
C -0.175248 -3.351139 -2.738411 -0.054 0.058 0.064
P -1.023363 -2.422364 -1.406303 -0.292 0.235 -0.779
C -2.327879 -3.479638 -0.741488 0.221 -0.040 0.289
C -2.164641 -4.862921 -0.738440 0.015 -0.004 0.015
C -3.175276 -5.675607 -0.244571 0.034 -0.014 -0.003
C -4.338181 -5.110945 0.256453 -0.015 0.023 0.009
C -4.492233 -3.729828 0.274795 0.022 0.010 0.003
C -3.488711 -2.911152 -0.218350 -0.021 -0.042 0.010
C -1.909120 -1.084139 -2.280046 -0.250 -0.173 -0.012
C -2.372550 -1.208060 -3.597526 0.057 0.112 -0.020
C -2.993128 -0.145351 -4.222398 0.019 -0.002 0.004
C -3.154604 1.067729 -3.549928 -0.021 -0.004 -0.067
C -2.736872 1.194871 -2.242289 0.080 0.044 0.079
C -2.122921 0.120314 -1.593680 -0.311 -0.136 -0.228
H 1.251008 -3.043594 -4.291486 0.047 -0.038 -0.038
H -0.064518 -1.910009 -4.350528 -0.011 0.034 -0.036
H 0.829520 -0.457139 -2.714937 0.137 0.282 -0.773
H 2.188357 -0.900328 -3.671310 -0.062 0.175 -0.080
H 3.001605 -0.270177 0.866996 0.044 0.017 -0.031
H 4.775586 1.397680 1.322220 0.003 -0.011 -0.008
H 6.391787 1.994849 -0.450848 -0.014 -0.019 0.003
H 6.264270 0.894751 -2.659470 -0.022 0.005 0.010
H 4.529424 -0.786706 -3.105588 0.021 0.005 0.015
H 3.293506 -2.983326 -4.094216 -0.008 0.030 -0.027
H 4.831874 -4.811407 -4.606042 -0.006 0.003 0.021
H 5.837606 -6.146664 -2.789096 -0.011 0.011 0.008
H 5.278075 -5.647928 -0.430488 -0.013 0.010 -0.015
H 3.693745 -3.836632 0.102791 0.017 -0.009 -0.010
H 0.511523 -4.042466 -2.241870 -0.005 -0.049 0.005
H -0.885542 -3.956594 -3.302168 0.005 -0.009 -0.055
H -1.257360 -5.313816 -1.121971 -0.026 -0.013 -0.007
H -3.051502 -6.750601 -0.251543 -0.004 0.023 -0.009
H -5.128015 -5.747922 0.632801 0.018 0.019 0.000
H -5.399686 -3.290311 0.668256 0.016 -0.012 -0.016
H -3.621664 -1.836069 -0.213270 -0.013 -0.008 -0.020
H -2.273201 -2.151282 -4.119719 0.003 0.009 -0.004
H -3.364397 -0.257596 -5.232890 0.004 0.014 0.018
H -3.636330 1.900291 -4.046565 0.011 -0.031 0.003
H -2.904975 2.122938 -1.711225 -0.002 -0.017 0.022
H -1.950233 0.182398 -0.523928 0.135 0.035 0.058
S 0.151465 -0.596916 1.244749 -0.057 -0.269 -0.235
C 0.334564 0.997826 1.746338 0.004 -0.045 -0.262
N 0.155272 1.354872 2.987351 0.072 0.411 0.485
C 0.007909 2.778687 3.333728 -0.087 -0.094 0.067
C 1.006451 3.581019 2.568308 0.144 0.050 -0.107
N 0.889026 3.287335 1.131954 -0.184 0.281 0.358
C 0.933405 4.468681 0.243476 0.083 0.022 0.026
C -0.311655 5.296967 0.457304 0.009 -0.036 0.045
C -1.567631 4.724993 0.266553 -0.049 -0.017 -0.005
C -2.715872 5.469492 0.484290 0.038 -0.007 0.011
C -2.615694 6.795066 0.893910 0.004 -0.019 -0.003
C -1.368273 7.369387 1.079943 0.015 -0.001 -0.001
C -0.216722 6.619271 0.867416 -0.014 0.046 -0.010
C 0.657880 2.065351 0.720093 0.124 -0.132 -0.085
S 0.771078 1.651663 -0.903269 0.082 0.344 -0.461
C -0.072682 0.408552 4.098611 -0.263 0.046 0.050
C -1.488488 0.496377 4.613444 0.015 0.008 0.008
C -2.558579 0.083719 3.820657 0.015 -0.001 -0.028
C -3.853089 0.157633 4.309819 0.020 0.016 -0.011
C -4.087558 0.639729 5.592967 0.002 -0.010 -0.026
C -3.026586 1.055255 6.381491 0.010 0.014 0.003
C -1.728733 0.987440 5.889862 -0.035 0.009 0.034
H 0.160918 2.892123 4.403965 0.021 -0.044 0.016
H -1.010387 3.097785 3.102544 -0.053 -0.041 0.021
H 2.025614 3.352439 2.889514 0.037 0.026 -0.041
H 0.824359 4.642279 2.717490 -0.030 0.026 -0.051
H 1.026927 4.129451 -0.780997 0.015 -0.050 -0.065
H 1.824275 5.044977 0.492927 0.041 -0.037 0.034
H -1.646517 3.691416 -0.060354 0.004 0.033 -0.001
H -3.689702 5.021637 0.332354 0.013 0.014 0.003
H -3.511399 7.377006 1.066812 0.018 -0.006 -0.014
H -1.287129 8.401672 1.394049 0.001 -0.020 -0.005
H 0.757820 7.073111 1.011996 -0.023 -0.008 0.003
H 0.623455 0.689805 4.889306 0.060 -0.006 -0.036
H 0.174000 -0.590308 3.757970 0.033 -0.050 -0.048
H -2.373357 -0.312726 2.826379 -0.017 0.002 0.063
H -4.681533 -0.171142 3.695415 0.011 0.001 0.020
H -5.097431 0.683450 5.978654 0.009 0.010 -0.011
H -3.205917 1.429310 7.380941 0.007 -0.012 -0.018
H -0.900648 1.306350 6.514726 -0.021 -0.029 -0.019
```
Positions in Å, forces in eV/Å.

Mulliken atomic charge list, values in e, 2 entries: -0.167, -0.947



# 5
ORCA calculation (ωB97M-V/def2-TZVPD) on a single C5H7N molecule.

Calculated values
HOMO energy = -0.3025 Ha
SMILES = Cc1ccc[nH]1

Structure (XYZ):
```
13
Properties=species:S:1:pos:R:3:forces:R:3
C 1.924486 -0.043649 -0.202406 0.040 0.144 0.061
C 0.445637 0.088303 -0.028600 0.191 -0.035 0.333
C -0.390905 1.141911 0.142104 0.020 0.087 -0.103
C -1.740486 0.629846 0.093201 0.041 0.065 -0.019
C -1.661131 -0.716156 -0.044306 0.065 0.015 0.143
N -0.302725 -1.086279 -0.110464 -0.595 0.316 0.054
H 2.299313 -1.004596 0.176539 -0.145 0.244 0.004
H 2.156683 -0.019588 -1.274534 0.073 0.046 0.199
H 2.458835 0.766471 0.297074 0.011 -0.070 -0.098
H -0.089580 2.163050 0.329653 -0.067 -0.015 -0.317
H -2.646608 1.219833 0.134717 0.101 -0.098 -0.041
H -2.448360 -1.454063 -0.162237 0.254 0.139 0.213
H -0.005158 -1.685087 0.649264 0.011 -0.836 -0.431
```
Positions in Å, forces in eV/Å.

Mulliken atomic charge list, values in e, 2 entries: -1.011, 0.290



| no. | total energy (eV) |
| --- | --- |
| 1 | -25217.8755 |
| 2 | -89631.9048 |
| 3 | -7904.9063 |
| 4 | -121914.5077 |
| 5 | -6787.9853 |